No. 1
The following is a DFT calculation (ωB97M-V/def2-TZVPD) of a cluster of 2 separate species, C4H11NO in total.

Each line ends with the natural charge from an NBO analysis.
Element x y z (Å)
C (-1.2832, -0.9968, 1.5135)  -0.54
C (-2.7033, -0.9973, 1.6264)  0.13
O (-3.4483, 0.1801, 1.6545)  -0.66
H (-0.5768, -1.8328, 1.9153)  0.21
H (-0.5790, -0.2746, 0.9930)  0.21
H (-3.2693, -1.9521, 1.6287)  0.17
H (-4.3096, -0.1564, 1.3367)  0.47
C (2.1947, 0.4995, -0.0195)  -0.63
C (1.6734, 0.2014, -1.3995)  -0.20
N (0.6711, 1.2175, -1.9041)  -0.88
H (2.8047, 1.4515, -0.0233)  0.20
H (2.9075, -0.2622, 0.2559)  0.21
H (1.3592, 0.8213, 0.6070)  0.22
H (1.3917, -0.7548, -1.3291)  0.17
H (2.4888, 0.3377, -2.2309)  0.17
H (-0.3120, 0.9279, -1.8057)  0.37
H (0.9904, 1.5902, -2.8187)  0.37

relative energy (zero: lowest compared OMol25 entry of this formula, charge and spin): 347.4 kJ/mol
max |F|: 6.0 eV/Å
DFT total energy: -7860.95326 eV

=====

No. 2
The following is a DFT calculation (ωB97M-V/def2-TZVPD) of a cluster of 2 separate species, C4H8N2O in total.

Each line ends with the natural charge from an NBO analysis.
Element x y z (Å)
H (2.5863, -0.3672, 0.5797)  0.30
N (2.8338, -0.2600, -0.4202)  -0.31
N (2.4943, 0.8034, -0.9033)  -0.29
H (2.7416, 0.8079, -1.9461)  0.30
C (-1.4067, 1.9159, -0.1142)  -0.44
C (-1.1083, 0.6279, -0.1345)  -0.03
C (-0.9461, -0.6381, -0.2285)  0.22
C (-0.8296, -1.3689, 1.1005)  -0.65
O (-0.7277, -1.3744, -1.3400)  -0.68
H (-0.7499, 2.7683, -0.1218)  0.22
H (-2.5128, 2.1767, -0.2807)  0.20
H (-0.5456, -2.3975, 1.1106)  0.23
H (-0.2146, -0.7255, 1.7573)  0.22
H (-1.9536, -1.3950, 1.5130)  0.22
H (-1.4114, -1.1655, -2.0002)  0.49

relative energy (zero: lowest compared OMol25 entry of this formula, charge and spin): 517.1 kJ/mol
max |F|: 3.6 eV/Å
DFT total energy: -9301.03424 eV

=====

No. 3
The following is a DFT calculation (ωB97M-V/def2-TZVPD) of a structure of composition C6H14N2O.

Each line ends with the natural charge from an NBO analysis.
Element x y z (Å)
C (-0.1522, -0.1748, 0.4989)  0.47
C (-2.1298, -0.5011, 0.4095)  -0.41
C (0.4678, -1.3367, 1.2383)  -0.67
C (2.6425, 1.1631, -0.9934)  -0.71
C (-2.8856, 0.7026, -0.0826)  -0.65
N (0.0021, -0.0723, -0.8389)  -0.68
C (1.8182, -0.0751, -1.1999)  0.46
O (-0.0022, 1.0350, 1.1584)  -0.74
N (2.3197, -1.1379, -1.6634)  -0.65
H (-0.0173, 0.8835, 2.1145)  0.48
H (-0.2491, 0.8813, -1.0961)  0.37
H (1.6291, -1.8899, -1.7183)  0.36
H (-2.3063, -0.7096, 1.4648)  0.17
H (-2.2799, -1.3979, -0.1877)  0.19
H (1.5308, -1.1566, 1.4262)  0.22
H (0.0028, -1.4538, 2.2222)  0.22
H (0.3511, -2.2584, 0.6685)  0.23
H (2.0568, 2.0508, -1.2427)  0.23
H (2.9290, 1.2404, 0.0584)  0.24
H (3.5500, 1.1393, -1.6072)  0.24
H (-3.9668, 0.6007, 0.0892)  0.21
H (-2.5692, 1.6127, 0.4372)  0.21
H (-2.7416, 0.8545, -1.1561)  0.20

relative energy (zero: lowest compared OMol25 entry of this formula, charge and spin): 367.1 kJ/mol
max |F|: 6.0 eV/Å
DFT total energy: -11473.96534 eV

=====

No. 4
The following is a DFT calculation (ωB97M-V/def2-TZVPD) of the ion C4H9N3 with charge +2.

Each line ends with the natural charge from an NBO analysis.
Element x y z (Å)
C (-1.7522, -1.2708, 0.0312)  -0.50
N (-0.5902, -0.5400, 0.1715)  -0.25
C (-0.5841, 0.3232, 1.0962)  0.42
N (0.6328, 1.0000, 1.0308)  -0.54
C (1.4035, 0.6761, -0.0122)  0.58
N (2.6535, 1.0051, -0.2230)  -0.67
C (0.5025, -0.5455, -0.6951)  -0.28
H (-1.8010, -2.1888, 0.6558)  0.28
H (-2.6940, -0.7454, 0.1996)  0.28
H (-1.8125, -1.8527, -0.8634)  0.28
H (-1.3091, 0.4007, 1.9903)  0.33
H (0.8573, 1.7556, 1.6647)  0.47
H (3.4183, 0.6989, -0.9064)  0.51
H (2.9748, 1.7646, 0.4419)  0.45
H (0.1988, -0.0915, -1.6836)  0.31
H (1.1317, -1.3656, -1.0494)  0.33

relative energy (zero: lowest compared OMol25 entry of this formula, charge and spin): 61.0 kJ/mol
max |F|: 6.0 eV/Å
DFT total energy: -8745.11894 eV
net charge: +2

=====

No. 5
The following is a DFT calculation (ωB97M-V/def2-TZVPD) of a structure of composition C39H33Br2CoF5N2OP2S.

Each line ends with the Löwdin spin population.
Element x y z (Å)
Co (0.5050, -1.4441, 1.0128)  0.91
C (-3.3600, 2.6144, -4.1231)  0.00
S (-1.8716, 3.6025, -3.8415)  0.00
C (-2.0165, 3.9531, -2.0604)  0.00
C (-1.1609, 3.0441, -1.1819)  0.00
C (-1.6266, 1.6000, -1.2671)  0.00
N (-0.8572, 0.6375, -0.4681)  0.00
P (-0.9403, 0.3696, 1.2213)  -0.01
C (-2.6540, 0.8063, 1.5829)  0.00
C (-3.0423, 2.0622, 2.0396)  0.00
C (-4.3908, 2.3396, 2.2280)  0.00
C (-5.3480, 1.3668, 1.9672)  0.00
C (-4.9623, 0.1068, 1.5236)  0.00
C (-3.6173, -0.1765, 1.3384)  0.00
C (0.0712, 1.6324, 2.0424)  0.00
C (1.0293, 2.3746, 1.3628)  0.00
C (1.9096, 3.1892, 2.0662)  0.00
C (1.8426, 3.2542, 3.4502)  0.00
C (0.8953, 2.5024, 4.1356)  0.00
C (0.0194, 1.6887, 3.4366)  0.00
P (0.1794, -0.5418, -1.1100)  0.01
C (1.5119, 0.3779, -1.9340)  0.01
C (2.7426, 0.4412, -1.2775)  0.00
C (3.7851, 1.1944, -1.8065)  0.00
C (3.6028, 1.8852, -2.9971)  0.00
C (2.3774, 1.8337, -3.6536)  0.00
C (1.3362, 1.0833, -3.1275)  0.00
C (-0.7702, -1.2779, -2.4709)  -0.01
C (-0.1556, -1.7402, -3.6330)  0.00
C (-0.9086, -2.3571, -4.6245)  0.00
C (-2.2766, -2.5227, -4.4577)  0.00
C (-2.8898, -2.0910, -3.2870)  0.00
C (-2.1384, -1.4810, -2.2938)  0.00
H (-3.4207, 2.4439, -5.1979)  0.00
H (-4.2448, 3.1645, -3.8031)  0.00
H (-3.3125, 1.6515, -3.6136)  0.00
H (-3.0748, 3.8763, -1.7970)  0.00
H (-1.7135, 4.9915, -1.9354)  0.00
H (-1.2114, 3.3917, -0.1450)  0.00
H (-0.1188, 3.1092, -1.5043)  0.00
H (-1.5588, 1.2799, -2.3062)  0.00
H (-2.6799, 1.5421, -0.9750)  0.00
H (-2.2965, 2.8217, 2.2454)  0.00
H (-4.6930, 3.3166, 2.5865)  0.00
H (-6.3979, 1.5881, 2.1195)  0.00
H (-5.7068, -0.6583, 1.3391)  0.00
H (-3.3029, -1.1664, 1.0179)  0.00
H (1.0945, 2.3161, 0.2844)  0.00
H (2.6552, 3.7630, 1.5282)  0.00
H (2.5363, 3.8814, 3.9981)  0.00
H (0.8579, 2.5309, 5.2182)  0.00
H (-0.6974, 1.0756, 3.9760)  0.00
H (2.8809, -0.0957, -0.3447)  0.00
H (4.7340, 1.2420, -1.2861)  0.00
H (4.4160, 2.4682, -3.4152)  0.00
H (2.2301, 2.3810, -4.5779)  0.00
H (0.3810, 1.0639, -3.6413)  0.00
H (0.9129, -1.6145, -3.7700)  0.00
H (-0.4245, -2.7078, -5.5284)  0.00
H (-2.8643, -2.9957, -5.2357)  0.00
H (-3.9536, -2.2386, -3.1437)  0.00
H (-2.6126, -1.1635, -1.3707)  0.00
Br (2.7347, -0.6311, 5.4813)  0.00
C (3.2947, -1.6990, 4.0306)  0.01
C (4.4647, -2.4673, 4.1469)  0.00
C (4.9095, -3.2324, 3.1092)  0.01
Br (6.5030, -4.2419, 3.3222)  0.00
C (4.1953, -3.2760, 1.8911)  0.00
C (4.5803, -3.9859, 0.7331)  0.01
C (3.8021, -3.9354, -0.3885)  0.00
C (2.6149, -3.1874, -0.3706)  0.01
N (2.2310, -2.5111, 0.6847)  -0.01
C (3.0047, -2.5253, 1.8086)  0.00
C (2.5355, -1.6864, 2.8716)  0.00
O (1.4712, -0.9907, 2.6710)  0.04
H (5.0238, -2.4403, 5.0723)  0.00
H (5.4960, -4.5602, 0.7421)  0.00
H (4.0828, -4.4675, -1.2880)  0.00
H (1.9656, -3.1469, -1.2394)  0.00
F (-0.0712, -4.2369, 1.2794)  0.00
C (-0.6742, -3.0095, 1.4593)  0.02
F (-1.8126, -3.0368, 0.6260)  0.00
C (-1.2547, -3.0720, 2.8723)  0.01
F (-1.9585, -1.9525, 3.1515)  0.00
F (-0.2809, -3.1856, 3.7773)  0.00
F (-2.0925, -4.1085, 3.0415)  0.00

relative energy (zero: lowest compared OMol25 entry of this formula, charge and spin): 17.7 kJ/mol
max |F|: 1.0 eV/Å
DFT total energy: -266721.05643 eV
multiplicity: 2